#P
Here is a gas-phase ion, C4H8N3 (charge +1) from the Open Molecules 2025 dataset. Energies are from the ωB97M-V functional and the def2-TZVPD basis.

ORCA input file:
```
! RIJCOSX wB97M-V def2-TZVPD def2/J DEFGRID3
* xyz 1 1
C -1.503 -1.187 0.026
N -0.172 -0.622 -0.085
C 1.043 -1.229 -0.100
C 2.048 -0.229 -0.053
C 1.337 0.978 0.066
N 0.023 0.736 0.045
N -0.939 1.610 0.302
H -2.064 -1.217 0.976
H -2.041 -0.368 -0.608
H -1.468 -2.128 -0.520
H 1.023 -2.323 -0.136
H 3.161 -0.151 0.101
H 1.769 1.974 -0.142
H -1.646 1.663 -0.362
H -0.572 2.493 0.489
*
```

Computed properties:
**HOMO-LUMO gap**: 10.3 eV
**Highest occupied orbital energy**: -13.970 eV

***

#Q
Here is 2 unconnected molecules or ions with the total composition C4H8N3 from the Open Molecules 2025 dataset. Energies are from the ωB97M-V functional and the def2-TZVPD basis.

ORCA input file:
```
! RIJCOSX wB97M-V def2-TZVPD def2/J DEFGRID3
* xyz 1 1
C -0.977 0.825 3.199
C -0.057 1.138 2.487
C 0.055 -0.242 -0.727
C 0.808 -1.075 -1.746
N 1.021 0.406 -0.211
N -1.255 -0.238 -0.757
N 0.887 1.555 1.707
H -1.866 0.678 3.704
H 0.967 -2.110 -1.418
H 1.815 -0.646 -1.924
H 0.400 -1.168 -2.718
H -1.769 -1.058 -1.064
H -1.791 0.357 -0.022
H 0.789 2.287 0.953
H 1.891 1.190 1.700
*
```

Computed properties:
**HOMO-LUMO gap (spin up / spin down)**: 8.7 / 6.5 eV
**Highest occupied orbital energy (spin up / spin down)**: -14.139 / -13.334 eV

***

#R
Here is a gas-phase ion, C4H8N3 (charge +1) from the Open Molecules 2025 dataset. Energies are from the ωB97M-V functional and the def2-TZVPD basis.

ORCA input file:
```
! RIJCOSX wB97M-V def2-TZVPD def2/J DEFGRID3
* xyz 1 1
C 0.962 1.716 0.332
C 1.589 0.741 -0.383
N 1.913 -0.588 -0.101
C 1.061 -1.506 0.103
N -0.352 -1.403 -0.009
C -1.043 -0.257 0.403
N -2.142 -0.004 -0.263
H 1.102 1.469 1.400
H 0.696 2.766 -0.041
H 1.649 0.968 -1.480
H 1.365 -2.483 0.513
H -1.017 -1.986 -0.734
H -0.607 0.341 1.241
H -2.781 0.813 0.039
H -2.394 -0.587 -1.019
*
```

Computed properties:
**HOMO-LUMO gap**: 9.0 eV
**Highest occupied orbital energy**: -13.388 eV

***

Last place for stability: #Q

***

#P
Here is 2 unconnected molecules or ions with the total composition C3H4Cl2 from the Open Molecules 2025 dataset. Energies are from the ωB97M-V functional and the def2-TZVPD basis.

ORCA input file:
```
! RIJCOSX wB97M-V def2-TZVPD def2/J DEFGRID3
* xyz 0 1
Cl -0.954 -1.958 0.085
C 0.235 -0.748 -0.076
C 0.799 0.197 -0.765
C 1.112 0.138 0.703
H 1.178 0.519 -1.729
H 2.070 -0.328 1.189
H 0.744 0.856 1.300
Cl -2.697 1.177 0.034
H -2.487 0.146 -0.741
*
```

Computed properties:
**HOMO-LUMO gap**: 10.2 eV
**Highest occupied orbital energy**: -9.502 eV

***

#Q
Here is C3H4Cl2 in the gas phase from the Open Molecules 2025 dataset. Energies are from the ωB97M-V functional and the def2-TZVPD basis.

ORCA input file:
```
! RIJCOSX wB97M-V def2-TZVPD def2/J DEFGRID3
* xyz 0 1
Cl 1.942 -1.015 -0.162
C 0.278 -0.644 0.383
C -0.427 -0.087 -0.809
C -0.128 0.801 0.388
Cl 0.988 1.953 0.967
H -0.299 -1.350 0.908
H -1.497 -0.459 -0.890
H 0.097 0.046 -1.776
H -0.954 0.754 0.992
*
```

Computed properties:
**HOMO-LUMO gap**: 10.9 eV
**Highest occupied orbital energy**: -10.028 eV

***

Last place for stability: #P

***

#P
Here is 2 unconnected molecules or ions with the total composition C4H5I from the Open Molecules 2025 dataset. Energies are from the ωB97M-V functional and the def2-TZVPD basis.

ORCA input file:
```
! RIJCOSX wB97M-V def2-TZVPD def2/J DEFGRID3
* xyz 0 3
C 0.105 -0.012 -0.526
C -0.535 0.297 -1.665
C 0.606 0.712 0.677
C 0.498 -0.764 0.531
I -1.558 -1.865 2.636
H -1.035 -0.411 -2.290
H -0.462 1.276 -2.116
H 1.526 1.099 1.137
H -0.256 1.232 1.086
H 1.111 -1.565 0.532
*
```

Computed properties:
**HOMO-LUMO gap (spin up / spin down)**: 8.6 / 6.3 eV
**Expectation value of S²**: 2.0247
**Highest occupied orbital energy (spin up / spin down)**: -7.667 / -9.528 eV

***

#Q
Here is C4H5I in the gas phase from the Open Molecules 2025 dataset. Energies are from the ωB97M-V functional and the def2-TZVPD basis.

ORCA input file:
```
! RIJCOSX wB97M-V def2-TZVPD def2/J DEFGRID3
* xyz 0 3
C -0.031 0.232 0.462
C 1.019 -0.796 0.687
C 1.706 0.267 0.376
C -1.281 0.238 -0.653
I -0.940 -1.147 -2.278
H -0.542 0.811 1.169
H 1.058 -1.846 0.820
H 2.357 1.085 0.311
H -1.258 1.198 -0.927
H -2.089 -0.043 0.033
*
```

Computed properties:
**HOMO-LUMO gap (spin up / spin down)**: 4.1 / 4.6 eV
**Expectation value of S²**: 2.0111
**Highest occupied orbital energy (spin up / spin down)**: -4.028 / -8.380 eV

***

Last place for stability: #Q

***

#P
Here is C3H8N2S2 in the gas phase from the Open Molecules 2025 dataset. Energies are from the ωB97M-V functional and the def2-TZVPD basis.

ORCA input file:
```
! RIJCOSX wB97M-V def2-TZVPD def2/J DEFGRID3
* xyz 0 1
C -0.589 0.654 -1.798
C -0.105 0.566 -0.350
S 0.844 2.237 -0.138
N 0.649 -0.630 -0.188
N 0.606 -1.226 1.086
C -0.674 -1.424 1.522
S -1.451 0.512 0.890
H -1.340 1.400 -1.793
H -1.101 -0.223 -2.134
H 0.289 0.968 -2.410
H 2.066 1.945 0.287
H 1.595 -0.298 -0.187
H 1.212 -0.671 1.691
H -1.238 -2.210 0.998
H -0.763 -1.600 2.524
*
```

Computed properties:
**HOMO-LUMO gap**: 9.1 eV
**Highest occupied orbital energy**: -8.516 eV

***

#Q
Here is a molecular structure, C3H8N2S2 from the Open Molecules 2025 dataset. Energies are from the ωB97M-V functional and the def2-TZVPD basis.

ORCA input file:
```
! RIJCOSX wB97M-V def2-TZVPD def2/J DEFGRID3
* xyz 0 1
C 1.065 -1.765 0.243
C -0.610 -0.081 -0.300
C -0.980 1.315 -0.621
H 2.087 -1.851 0.098
H 0.593 -1.768 1.404
H 0.551 -2.674 -0.153
H 2.583 0.240 -1.095
H -2.005 1.197 -1.018
H -0.389 2.087 -1.415
H -0.439 1.102 1.441
H -2.201 1.137 0.935
N 0.774 -0.449 -0.287
N -1.234 2.021 0.678
S 2.043 0.572 0.092
S -1.838 -1.085 -0.002
*
```

Computed properties:
**HOMO-LUMO gap**: 8.9 eV
**Highest occupied orbital energy**: -9.016 eV

***

Last place for stability: #Q

***

#P
Here is 2 unconnected molecules or ions with the total composition C5H14N2O2 from the Open Molecules 2025 dataset. Energies are from the ωB97M-V functional and the def2-TZVPD basis.

ORCA input file:
```
! RIJCOSX wB97M-V def2-TZVPD def2/J DEFGRID3
* xyz 0 1
C -1.714 -0.801 0.873
O -0.433 -0.543 0.338
C -0.232 -0.956 -1.132
C -1.021 -0.131 -2.134
C 1.245 -1.033 -1.465
H -1.979 -1.857 0.748
H -1.680 -0.578 1.940
H -2.461 -0.122 0.450
H -0.643 -1.975 -1.117
H -0.994 -0.629 -3.103
H -0.598 0.867 -2.224
H -2.062 -0.028 -1.839
H 1.372 -1.565 -2.408
H 1.659 -0.036 -1.593
H 1.781 -1.584 -0.696
N 1.020 2.126 0.569
N 1.544 1.216 1.513
C 0.768 0.722 2.530
O -0.307 1.208 2.843
H 0.322 1.592 0.041
H 0.479 2.821 1.085
H 2.546 1.096 1.500
H 1.386 0.192 3.281
*
```

Computed properties:
**HOMO-LUMO gap**: 10.5 eV
**Highest occupied orbital energy**: -9.579 eV

***

#Q
Here is 2 unconnected molecules or ions with the total composition C5H14N2O2 from the Open Molecules 2025 dataset. Energies are from the ωB97M-V functional and the def2-TZVPD basis.

ORCA input file:
```
! RIJCOSX wB97M-V def2-TZVPD def2/J DEFGRID3
* xyz 0 1
C 1.704 -0.902 0.390
C -0.461 -1.554 1.431
N 2.168 -0.932 -0.996
O 0.224 -1.479 0.198
O 1.716 0.259 0.940
H 0.503 1.036 0.370
H 2.132 -1.731 0.994
H 2.949 -0.293 -1.071
H 2.465 -1.860 -1.279
H -1.475 -1.915 1.243
H -0.498 -0.583 1.933
H 0.037 -2.264 2.105
C -0.538 1.237 -1.506
C -0.803 -0.195 -1.410
C -1.492 1.878 0.716
N -0.375 1.446 -0.080
H 0.379 1.471 -2.045
H -1.365 1.831 -1.907
H -0.162 -0.928 -1.867
H -1.739 -0.525 -0.984
H -1.850 2.864 0.389
H -1.168 1.949 1.754
H -2.350 1.192 0.683
*
```

Computed properties:
**HOMO-LUMO gap (spin up / spin down)**: 7.3 / 7.3 eV
**Highest occupied orbital energy (spin up / spin down)**: -8.156 / -8.157 eV

***

Last place for stability: #Q

***

#P
Here is 2 unconnected molecules or ions with the total composition H4NS from the Open Molecules 2025 dataset. Energies are from the ωB97M-V functional and the def2-TZVPD basis.

ORCA input file:
```
! RIJCOSX wB97M-V def2-TZVPD def2/J DEFGRID3
* xyz -1 1
N 0.277 -0.634 -1.608
H -0.530 -1.015 -1.093
H -0.161 0.121 -2.148
H 0.713 -0.104 -0.855
S 0.085 1.426 3.010
H -0.384 0.206 2.694
*
```

Computed properties:
**HOMO-LUMO gap**: 6.5 eV
**Highest occupied orbital energy**: -2.436 eV

***

#Q
Here is 2 unconnected molecules or ions with the total composition H4NS from the Open Molecules 2025 dataset. Energies are from the ωB97M-V functional and the def2-TZVPD basis.

ORCA input file:
```
! RIJCOSX wB97M-V def2-TZVPD def2/J DEFGRID3
* xyz -1 1
N 0.808 0.171 1.313
H 0.245 -0.192 0.456
H 0.751 1.175 1.191
H -0.036 0.063 1.864
S -1.027 -1.044 -1.960
H -0.741 -0.173 -2.864
*
```

Computed properties:
**HOMO-LUMO gap**: 7.2 eV
**Highest occupied orbital energy**: -2.569 eV

***

Last place for stability: #Q